Entry from OMol25: a molecular structure, C30H35N3O6S3Ti (ωB97M-V/def2-TZVPD).

XYZ file:
```
78
Properties=species:S:1:pos:R:3:forces:R:3:lowdin_charge:R:1
Ti 0.24186 1.12101 0.24124 0.568 -0.006 0.467 1.19
C 3.69461 0.71585 0.77817 0.072 -0.037 -0.005 -0.07
N 2.41070 0.48246 1.46587 -0.174 0.013 -0.077 -0.21
C 2.37279 -0.95797 1.83222 0.050 -0.050 0.066 -0.18
C 1.00481 -1.61037 1.93578 -0.004 -0.034 0.054 -0.16
C 0.36545 -1.96777 0.60048 -0.083 -0.097 -0.031 -0.17
N -0.07634 -0.84166 -0.23721 0.108 0.272 0.138 -0.09
C -1.05655 -1.14211 -1.05478 -0.298 -0.064 0.130 -0.22
C -1.64518 -0.23987 -2.03862 -0.103 0.125 -0.259 -0.24
C -2.28070 -0.78485 -3.15668 0.020 0.002 0.058 -0.04
C -2.85808 0.02646 -4.11070 -0.030 -0.074 -0.052 -0.07
C -2.83407 1.40767 -3.94798 -0.013 0.117 0.025 -0.06
C -2.24398 1.97460 -2.83428 0.005 -0.128 -0.003 0.01
C -1.65508 1.14812 -1.88624 -0.125 -0.025 -0.254 -0.30
O -1.10020 1.69723 -0.78363 0.454 -0.228 0.304 -0.13
C 2.38422 1.32292 2.68403 0.035 0.058 0.030 -0.19
C 2.74641 2.79825 2.45415 -0.015 -0.015 -0.007 -0.14
C 2.01748 3.49364 1.29281 0.044 0.016 -0.028 -0.18
N 0.65800 2.98110 1.24550 -0.175 -0.096 -0.050 -0.05
C -0.24274 3.57938 1.94614 0.116 0.081 -0.064 -0.05
C -1.46090 2.98818 2.41296 -0.075 -0.158 0.105 -0.14
C -2.42950 3.77528 3.06199 0.005 -0.025 0.003 -0.03
C -3.47120 3.18411 3.73155 -0.028 0.083 0.007 -0.08
C -3.53369 1.78761 3.81431 0.014 -0.072 -0.010 -0.04
C -2.57662 0.99015 3.22958 -0.111 0.077 -0.155 -0.01
C -1.55449 1.57966 2.48125 0.008 0.164 0.005 -0.30
O -0.64709 0.82073 1.88612 0.006 0.033 -0.313 -0.20
H 4.52646 0.60084 1.48527 -0.012 -0.029 0.003 0.11
H 3.74028 1.69618 0.32095 0.013 0.027 0.038 0.07
H 3.82415 -0.00590 -0.02071 -0.041 0.042 0.020 0.07
H 2.91875 -1.09394 2.77451 0.006 0.022 -0.006 0.12
H 2.93704 -1.49768 1.06907 -0.007 0.002 -0.017 0.12
H 0.32243 -1.03210 2.55430 0.004 0.001 -0.018 0.10
H 1.15230 -2.56333 2.45134 0.022 0.000 0.004 0.13
H -0.51433 -2.58727 0.80176 0.031 0.035 0.002 0.11
H 1.07719 -2.56091 0.01359 0.002 -0.014 0.008 0.12
H -1.29579 -2.19060 -1.20493 0.070 -0.021 -0.017 0.12
H -2.31592 -1.86243 -3.26235 0.011 -0.006 0.007 0.12
H -3.34069 -0.41054 -4.97469 0.004 0.000 0.008 0.11
H -3.29322 2.04786 -4.69004 0.010 -0.005 -0.003 0.11
H -2.22411 3.04419 -2.68277 0.025 0.006 0.008 0.13
H 3.10286 0.91998 3.41091 0.001 0.001 -0.003 0.12
H 1.39276 1.24225 3.12846 -0.003 -0.013 0.004 0.11
H 3.82241 2.91058 2.31505 0.000 0.002 -0.019 0.11
H 2.50073 3.31841 3.38376 -0.014 -0.007 0.004 0.12
H 2.49492 3.29001 0.33759 0.012 0.004 -0.003 0.10
H 2.01757 4.57639 1.44730 -0.002 0.000 0.013 0.12
H -0.02542 4.58804 2.30988 0.036 -0.006 -0.004 0.15
H -2.33974 4.85506 3.02656 0.006 -0.002 -0.008 0.12
H -4.23184 3.78927 4.20548 0.009 0.003 -0.007 0.10
H -4.35569 1.31366 4.33563 0.008 -0.001 0.004 0.11
H -2.65212 -0.08699 3.26574 0.012 -0.003 0.025 0.08
C -3.02687 -4.06964 2.56357 -0.004 -0.068 0.068 -0.14
O -2.80118 -3.07851 1.56693 0.026 0.044 -0.022 -0.27
C -3.61111 -1.98998 1.54876 0.214 -0.188 -0.083 -1.32
S -4.82416 -1.78680 2.65527 -0.124 0.057 0.095 0.60
S -3.23082 -0.90450 0.29481 -0.101 0.086 -0.076 0.79
H -2.26734 -4.82875 2.39029 0.016 -0.013 -0.007 0.09
H -4.02415 -4.49728 2.46749 0.005 0.004 0.000 0.07
H -2.92871 -3.64546 3.56305 0.002 -0.018 -0.012 0.07
C 1.40057 -4.38409 -4.13009 -0.026 -0.007 -0.022 -0.05
C 1.57000 -2.94264 -3.73900 -0.009 0.054 -0.005 -0.27
C 2.50131 -2.58139 -2.76328 0.011 0.027 -0.003 -0.04
C 2.67275 -1.25884 -2.40129 0.126 -0.049 0.100 -0.05
C 1.90126 -0.27222 -2.99839 -0.041 0.150 -0.078 -0.26
C 0.98330 -0.60601 -3.97730 -0.038 0.064 0.010 -0.05
C 0.82656 -1.93634 -4.34365 0.002 -0.073 0.015 -0.03
S 2.06551 1.42720 -2.50897 -0.118 0.029 -0.061 0.54
O 1.05885 2.17220 -3.21200 0.121 -0.004 0.011 -0.27
O 3.44094 1.82030 -2.62473 0.011 -0.083 -0.048 -0.27
O 1.73425 1.37573 -1.01438 -0.530 0.028 0.046 -0.45
H 1.27201 -5.01774 -3.25152 0.000 0.004 0.001 0.08
H 2.27919 -4.74569 -4.66745 0.003 0.003 -0.001 0.09
H 0.53410 -4.51732 -4.77659 0.006 -0.007 0.003 0.08
H 3.10538 -3.34738 -2.28993 -0.010 -0.006 -0.003 0.12
H 3.41348 -0.99399 -1.65784 -0.028 -0.004 -0.066 0.10
H 0.38298 0.17068 -4.43250 0.006 0.005 0.010 0.12
H 0.10099 -2.19237 -5.10691 0.003 -0.005 0.004 0.12
```
Positions in Å, forces in eV/Å.

Properties
**Multiplicity**: 1
**Net charge**: 0
**Energy above the lowest of the compared OMol25 structures with the same formula, charge and spin**: 68.1 kJ/mol
**HOMO-LUMO gap**: 6.1 eV

Entry from OMol25: a molecular structure, C30H35O2W at a distorted geometry (ωB97M-V/def2-TZVPD).

XYZ file:
```
68
Properties=species:S:1:pos:R:3:forces:R:3:nbo_charge:R:1
C 0.59268 -1.50516 1.14774 0.142 -1.331 0.087 -0.27
C -0.75698 -1.68602 0.67718 0.017 -0.485 0.524 -0.29
C -0.69802 -2.05642 -0.71465 0.006 -1.076 -0.366 -0.40
H -1.64485 -1.66314 1.30712 0.270 0.297 -0.247 0.29
C 0.70886 -2.09788 -1.10079 0.648 -1.575 0.933 -0.32
C 1.49549 -1.73700 0.05546 0.148 -1.952 0.159 -0.29
H 2.58340 -1.74539 0.12207 -0.422 0.183 -0.164 0.27
H 0.86781 -1.35596 2.19088 -0.069 0.367 -0.480 0.27
H -1.54278 -2.35194 -1.32691 0.209 0.060 0.134 0.27
H 1.10192 -2.47678 -2.03819 -0.006 0.480 0.115 0.28
C -0.83630 2.09997 -0.34161 0.649 -0.746 0.254 -0.31
C -0.57457 1.51065 0.94812 0.135 0.236 -0.373 -0.29
C 0.85682 1.33826 1.08351 -0.221 0.243 -0.601 -0.30
H -1.30729 1.31977 1.73184 0.199 -0.085 -0.277 0.30
C 1.47490 1.79722 -0.14162 -0.400 0.440 -0.278 -0.33
C 0.42563 2.26699 -1.01822 0.423 -0.773 1.186 -0.22
H 0.57361 2.70996 -2.00417 -0.055 -0.393 0.276 0.27
H -1.81572 2.41180 -0.69839 0.337 -0.201 0.006 0.27
H 1.37160 1.03573 1.99488 -0.157 0.098 -0.445 0.27
H 2.55134 1.83802 -0.32555 -0.547 0.026 -0.027 0.27
W 0.15923 -0.14014 -0.50618 -1.342 6.074 -0.970 1.18
O -0.08999 -0.31046 -3.65256 -0.246 -0.325 -0.722 -0.54
C -1.34851 -0.78870 -4.16192 1.364 -0.184 -0.805 -0.10
C -0.10252 -1.00718 -4.99587 -1.281 0.198 1.873 0.07
H -1.77534 -1.65750 -3.65927 -0.008 0.301 0.027 0.18
H -2.01820 0.01196 -4.47846 -0.012 -0.319 0.103 0.20
H 0.34263 -1.99699 -4.91180 -0.011 0.193 -0.148 0.21
H 0.96513 -1.91803 -7.34647 -0.059 0.392 0.014 0.22
C 0.65550 -0.86838 -7.39903 -0.267 -0.037 0.932 -0.18
C 0.12030 -0.24540 -6.23621 0.156 0.970 -1.471 -0.12
C -0.30778 1.09728 -6.36502 0.242 -0.515 -0.281 -0.14
H -0.75145 1.60713 -5.50796 0.200 -0.077 -0.229 0.20
C -0.18646 1.76888 -7.58949 0.006 0.051 0.145 -0.22
H -0.51074 2.80816 -7.66950 0.050 -0.311 0.105 0.22
C 0.34251 1.14119 -8.71945 0.023 -0.467 0.557 -0.19
H 0.43206 1.66660 -9.66725 -0.052 -0.063 0.230 0.23
C 0.75708 -0.19066 -8.61076 -0.040 0.223 -0.031 -0.21
H 1.16472 -0.70164 -9.48533 -0.124 0.112 0.316 0.23
C -2.97688 2.74998 3.78769 -0.216 -0.183 -0.194 -0.60
C -1.68555 2.45706 4.55422 0.070 -0.027 0.238 -0.25
C -1.34186 3.65826 5.43061 0.210 -0.068 -0.017 -0.60
C -1.75479 1.15980 5.34670 -0.515 0.483 -0.041 0.00
C -1.95831 1.09099 6.71136 0.139 0.444 -0.338 -0.24
C -1.95454 -0.14039 7.38406 -0.063 -0.125 0.007 -0.10
C -1.66946 -1.32227 6.68932 0.214 -0.211 -0.283 -0.24
C -1.48020 -1.30431 5.32294 -0.169 -0.756 -0.022 0.00
C -1.12310 -2.55963 4.54125 -0.115 0.190 0.099 -0.25
C 0.20502 -3.14076 5.02418 0.168 0.201 -0.041 -0.60
C -2.22284 -3.61722 4.62808 -0.170 0.119 -0.164 -0.60
C -1.72776 -0.07949 4.58324 -0.249 -0.032 -0.331 0.46
O -1.99015 -0.10028 3.34912 0.767 -0.017 0.710 -0.60
H -3.79683 2.93314 4.49324 0.105 -0.023 -0.165 0.21
H -3.24489 1.90514 3.14331 -0.046 0.264 0.150 0.23
H -2.84557 3.64690 3.16792 -0.061 -0.160 0.149 0.21
H -0.88347 2.32378 3.81105 -0.099 -0.012 0.160 0.20
H -2.17593 3.88755 6.10380 0.194 0.070 -0.080 0.21
H -0.44160 3.46348 6.02378 -0.156 0.125 -0.008 0.21
H -1.15422 4.53326 4.79860 -0.086 -0.108 0.166 0.22
H -2.12570 2.01152 7.27582 0.155 -0.344 -0.141 0.23
H -2.14795 -0.17699 8.45344 0.063 0.043 -0.188 0.22
H -1.59310 -2.27622 7.21907 -0.016 0.388 -0.068 0.22
H -1.02356 -2.25052 3.49388 -0.023 -0.111 0.175 0.21
H 0.14599 -3.38649 6.09136 0.123 -0.030 -0.218 0.21
H 0.45044 -4.04936 4.46112 -0.028 0.152 0.156 0.22
H 1.01233 -2.41013 4.87959 -0.055 -0.211 0.139 0.20
H -3.15474 -3.21958 4.21036 0.071 -0.167 0.137 0.22
H -1.92960 -4.50238 4.05123 -0.112 0.104 0.157 0.21
H -2.39788 -3.91085 5.66949 -0.005 -0.026 -0.203 0.21
```
Positions in Å, forces in eV/Å.

Properties
**Expectation value of S²**: 2.045
**Multiplicity**: 3
**Net charge**: +1
**HOMO-LUMO gap (alpha / beta)**: 6.8 / 6.8 eV

Number 1: energy -104057.77381 eV. Number 2: energy -37588.14019 eV.